(1)
{
  "formula": "C22H33N3O5",
  "method": "wB97M-V/def2-TZVPD",
  "symbols": ["C", "C", "C", "C", "H", "H", "C", "N", "C", "O", "C", "H", "H", "C", "C", "C", "N", "C", "O", "N", "C", "C", "C", "C", "C", "C", "H", "O", "C", "C", "H", "H", "H", "H", "H", "O", "C", "C", "H", "H", "H", "H", "H", "H", "C", "O", "H", "H", "H", "H", "H", "H", "H", "H", "H", "H", "H", "H", "H", "H", "H", "H", "H"],
  "coordinates": [[2.994, -2.516, -0.195], [1.702, -2.158, 0.531], [1.901, -1.004, 1.512], [0.579, -0.541, 2.113], [-0.078, -0.228, 1.298], [0.093, -1.370, 2.632], [0.748, 0.635, 3.085], [-0.485, 1.369, 3.249], [-1.349, 1.145, 4.261], [-1.107, 0.405, 5.194], [-2.662, 1.908, 4.132], [-2.909, 2.321, 5.111], [-2.553, 2.729, 3.424], [-3.787, 0.956, 3.707], [-3.532, 0.286, 2.356], [-3.680, 1.244, 1.167], [-2.859, 0.796, 0.048], [-3.379, -0.217, -0.738], [-4.499, -0.649, -0.599], [-2.537, -0.705, -1.705], [-1.234, -0.302, -1.885], [-0.750, 0.744, -1.104], [0.578, 1.167, -1.252], [1.415, 0.556, -2.155], [0.913, -0.510, -2.962], [-0.400, -0.921, -2.815], [-0.802, -1.726, -3.409], [1.805, -1.017, -3.832], [1.471, -2.135, -4.633], [1.530, -3.447, -3.857], [1.303, -4.276, -4.522], [0.821, -3.448, -3.033], [2.528, -3.584, -3.450], [2.229, -2.136, -5.420], [0.489, -1.996, -5.101], [2.723, 0.846, -2.358], [3.306, 1.943, -1.681], [2.907, 3.288, -2.280], [3.437, 4.086, -1.769], [1.837, 3.457, -2.184], [3.166, 3.310, -3.336], [4.382, 1.788, -1.801], [3.069, 1.907, -0.610], [0.902, 1.972, -0.614], [-1.601, 1.356, -0.095], [-1.245, 2.281, 0.619], [-2.913, -1.451, -2.274], [-3.338, 2.247, 1.423], [-4.718, 1.283, 0.832], [-4.227, -0.545, 2.222], [-2.522, -0.128, 2.357], [-4.733, 1.500, 3.674], [-3.870, 0.176, 4.466], [-0.785, 1.912, 2.447], [1.508, 1.324, 2.704], [1.051, 0.276, 4.070], [2.581, -1.314, 2.308], [2.366, -0.167, 0.984], [0.944, -1.875, -0.204], [1.332, -3.030, 1.073], [2.847, -3.388, -0.828], [3.321, -1.689, -0.820], [3.782, -2.742, 0.520]],
  "forces_ev_per_angstrom": [[-0.267, -0.046, 0.061], [0.316, 0.147, 0.076], [-0.466, -0.212, -0.065], [0.340, 0.210, 0.116], [-0.024, -0.050, 0.012], [-0.104, -0.027, -0.005], [-0.070, -0.273, -0.051], [0.176, 0.187, -0.203], [-0.143, 0.598, -0.200], [-0.064, -0.381, 0.340], [-0.074, -0.251, 0.127], [0.094, 0.045, -0.037], [0.000, 0.076, -0.012], [0.119, -0.079, -0.113], [-0.191, 0.100, 0.079], [-0.149, 0.027, 0.333], [-0.020, 0.252, 0.017], [0.098, -0.214, -0.333], [-0.289, -0.080, 0.124], [-0.126, -0.273, -0.228], [0.436, 0.591, 0.386], [-0.010, -0.339, -0.365], [0.138, -0.154, -0.146], [-0.065, -0.029, 0.051], [0.041, 0.194, 0.108], [0.087, -0.095, -0.159], [0.033, -0.122, -0.097], [-0.038, 0.293, 0.317], [-0.105, -0.516, -0.192], [0.021, 0.422, -0.067], [-0.036, -0.107, -0.058], [-0.065, -0.063, 0.077], [0.080, -0.048, 0.042], [-0.175, 0.028, 0.058], [0.109, 0.058, 0.010], [-0.125, -0.230, -0.177], [0.144, 0.425, 0.104], [-0.015, -0.413, 0.062], [0.039, 0.112, 0.055], [-0.075, 0.087, 0.002], [0.030, 0.033, -0.087], [-0.148, 0.012, 0.109], [0.051, -0.065, -0.060], [0.108, 0.096, 0.030], [-0.013, -0.110, -0.167], [0.133, 0.124, -0.025], [-0.045, 0.140, 0.184], [-0.086, -0.128, -0.079], [0.120, 0.040, 0.035], [0.074, -0.039, -0.024], [-0.002, -0.055, -0.064], [-0.058, -0.009, 0.079], [-0.086, 0.054, 0.033], [-0.078, -0.028, 0.194], [0.016, -0.042, 0.046], [0.075, 0.084, -0.098], [0.135, 0.018, 0.027], [0.102, 0.092, -0.005], [-0.112, -0.014, 0.003], [-0.104, -0.018, -0.007], [0.082, -0.092, -0.109], [0.092, 0.098, -0.104], [0.138, -0.041, 0.043]],
  "nbo_charge": [-0.605, -0.389, -0.391, -0.402, 0.190, 0.209, -0.221, -0.632, 0.678, -0.647, -0.492, 0.234, 0.203, -0.385, -0.418, -0.231, -0.457, 0.795, -0.619, -0.607, 0.287, -0.251, -0.248, 0.308, 0.321, -0.373, 0.221, -0.470, -0.063, -0.639, 0.219, 0.211, 0.221, 0.200, 0.170, -0.496, -0.063, -0.639, 0.219, 0.213, 0.217, 0.197, 0.170, 0.246, 0.695, -0.651, 0.420, 0.230, 0.232, 0.225, 0.207, 0.202, 0.224, 0.426, 0.187, 0.229, 0.199, 0.187, 0.191, 0.197, 0.203, 0.205, 0.202],
  "molar_mass_g_mol": 419.522,
  "homo_energy_ev": -8.32,
  "e_above_lowest_kcal_mol": 0.0,
  "charge": 0,
  "smiles": "CCCCCNC(=O)CCCCn1c(=O)[nH]c2cc(OCC)c(OCC)cc2c1=O"
}


(2)
{
  "formula": "C22H33N3O5S2",
  "method": "wB97M-V/def2-TZVPD",
  "symbols": ["C", "H", "H", "H", "C", "C", "C", "N", "S", "O", "O", "C", "C", "C", "C", "C", "C", "H", "H", "S", "C", "C", "O", "N", "C", "H", "H", "C", "O", "N", "H", "C", "C", "H", "C", "O", "C", "C", "H", "H", "H", "C", "H", "H", "H", "H", "H", "H", "H", "H", "H", "H", "H", "H", "C", "C", "H", "H", "H", "H", "H", "H", "H", "H", "H"],
  "coordinates": [[0.795, -2.923, 3.244], [0.814, -3.850, 3.813], [0.688, -2.093, 3.937], [-0.076, -2.937, 2.592], [2.070, -2.771, 2.420], [2.233, -3.939, 1.443], [3.499, -3.757, 0.604], [3.526, -2.484, -0.074], [2.994, -2.434, -1.638], [3.274, -1.117, -2.135], [3.553, -3.568, -2.311], [1.208, -2.628, -1.617], [0.455, -1.484, -1.459], [-0.935, -1.549, -1.387], [-1.528, -2.820, -1.465], [-0.757, -3.960, -1.658], [0.621, -3.872, -1.742], [1.239, -4.739, -1.903], [-1.257, -4.912, -1.741], [-3.275, -2.985, -1.326], [-3.502, -1.575, -0.211], [-2.971, -0.311, -0.841], [-3.630, 0.705, -0.896], [-1.698, -0.382, -1.330], [-1.052, 0.877, -1.641], [-0.467, 0.789, -2.558], [-1.842, 1.622, -1.777], [-0.187, 1.328, -0.457], [-0.275, 0.810, 0.637], [0.691, 2.296, -0.777], [0.575, 2.770, -1.660], [1.430, 3.017, 0.232], [0.889, 4.436, 0.414], [1.440, 4.924, 1.219], [-0.602, 4.443, 0.753], [-1.347, 4.148, -0.409], [-2.717, 4.523, -0.351], [-3.289, 4.341, -1.754], [-4.255, 4.831, -1.825], [-2.616, 4.773, -2.490], [-3.421, 3.284, -1.965], [-3.518, 3.704, 0.660], [-4.559, 4.012, 0.626], [-3.459, 2.648, 0.409], [-3.148, 3.852, 1.672], [-2.765, 5.592, -0.070], [-0.804, 3.705, 1.542], [-0.888, 5.438, 1.128], [1.036, 5.006, -0.504], [2.486, 3.052, -0.054], [1.329, 2.448, 1.159], [-2.972, -1.781, 0.722], [-4.568, -1.467, -0.017], [0.988, -0.551, -1.400], [3.312, -1.334, 0.771], [2.055, -1.459, 1.633], [1.164, -1.422, 1.005], [2.006, -0.610, 2.316], [3.261, -0.467, 0.112], [4.192, -1.229, 1.417], [3.585, -4.523, -0.167], [4.381, -3.812, 1.252], [2.299, -4.881, 1.991], [1.360, -3.986, 0.789], [2.931, -2.763, 3.098]],
  "forces_ev_per_angstrom": [[0.334, 0.030, -0.051], [-0.058, -0.106, 0.089], [-0.079, 0.087, 0.109], [-0.141, -0.001, -0.088], [-0.373, -0.023, -0.140], [0.325, 0.196, 0.178], [-0.202, -0.713, 0.081], [-0.165, 0.057, -1.071], [0.264, 0.023, 0.010], [-0.239, 0.073, 0.226], [-0.263, -0.212, 0.166], [0.538, 0.104, -0.129], [-0.135, 0.140, 0.008], [0.325, -0.623, -0.044], [-0.225, 0.086, 0.118], [0.103, 0.186, 0.049], [0.047, -0.100, -0.086], [0.034, -0.161, -0.032], [-0.010, -0.140, 0.026], [0.028, 0.220, -0.013], [0.051, -0.294, -0.093], [-0.440, -0.262, 0.150], [-0.125, 0.132, 0.090], [0.234, 0.369, -0.291], [-0.192, 0.071, 0.262], [-0.003, 0.020, 0.057], [0.193, -0.096, -0.044], [-0.049, -0.039, -0.609], [-0.149, -0.062, 0.333], [0.308, 0.037, -0.142], [-0.121, -0.126, -0.008], [0.170, 0.263, 0.172], [-0.356, -0.360, 0.033], [0.052, 0.057, -0.004], [0.211, 0.184, 0.156], [-0.032, -0.064, -0.175], [-0.447, 0.112, -0.055], [0.294, 0.099, 0.347], [-0.129, 0.027, -0.038], [0.027, 0.080, -0.094], [-0.045, -0.152, -0.057], [0.386, 0.169, -0.120], [-0.141, 0.032, 0.035], [-0.013, -0.087, -0.012], [-0.019, 0.019, 0.134], [0.046, -0.156, -0.061], [-0.016, 0.077, -0.007], [-0.009, -0.109, -0.008], [0.038, 0.123, 0.018], [-0.058, -0.047, 0.114], [0.093, 0.057, -0.095], [-0.033, 0.085, 0.005], [0.110, 0.085, -0.033], [-0.002, 0.169, -0.016], [-0.304, 0.651, 0.190], [0.337, -0.191, 0.124], [-0.055, 0.050, 0.047], [-0.062, 0.074, 0.001], [0.094, 0.108, 0.203], [-0.017, 0.017, -0.086], [0.117, -0.116, 0.208], [-0.016, -0.012, -0.084], [-0.040, -0.069, -0.004], [-0.049, -0.041, 0.043], [0.050, -0.007, 0.007]],
  "nbo_charge": [-0.596, 0.206, 0.210, 0.202, -0.218, -0.419, -0.227, -0.677, 2.338, -0.945, -0.940, -0.342, -0.168, 0.132, -0.183, -0.208, -0.198, 0.244, 0.229, 0.296, -0.622, 0.700, -0.605, -0.429, -0.333, 0.225, 0.276, 0.687, -0.641, -0.607, 0.399, -0.226, -0.423, 0.217, -0.066, -0.568, 0.114, -0.622, 0.213, 0.212, 0.216, -0.649, 0.213, 0.237, 0.205, 0.155, 0.177, 0.172, 0.205, 0.200, 0.228, 0.244, 0.261, 0.240, -0.229, -0.414, 0.214, 0.217, 0.235, 0.195, 0.235, 0.197, 0.213, 0.205, 0.190],
  "molar_mass_g_mol": 483.656,
  "homo_energy_ev": -8.58,
  "e_above_lowest_kcal_mol": 0.0,
  "charge": 0,
  "smiles": "CC1CCN(S(=O)(=O)c2ccc3c(c2)N(CC(=O)NCCCOC(C)C)C(=O)CS3)CC1"
}


(3)
{
  "formula": "C22H33N3O7P2Ru",
  "method": "wB97M-V/def2-TZVPD",
  "symbols": ["Ru", "P", "P", "N", "H", "C", "H", "H", "H", "C", "H", "H", "H", "C", "H", "H", "H", "C", "H", "H", "H", "C", "H", "H", "H", "C", "H", "H", "H", "C", "C", "C", "C", "C", "C", "H", "H", "H", "H", "H", "C", "O", "C", "H", "H", "H", "C", "H", "H", "H", "O", "C", "O", "C", "C", "C", "C", "C", "C", "N", "O", "O", "N", "O", "O", "H", "H", "H"],
  "coordinates": [[-0.034, 0.189, 0.353], [-0.099, 2.203, -0.567], [-0.226, -2.294, 0.987], [1.350, -0.291, -0.664], [-1.292, 1.122, 0.930], [1.006, 3.250, 0.437], [0.934, 4.302, 0.132], [2.033, 2.889, 0.298], [0.729, 3.137, 1.493], [-1.661, 3.111, -0.782], [-1.476, 4.188, -0.903], [-2.284, 2.941, 0.105], [-2.186, 2.710, -1.660], [0.665, 2.313, -2.239], [0.609, 3.340, -2.637], [0.109, 1.636, -2.903], [1.715, 1.998, -2.188], [0.717, -2.658, 2.505], [0.576, -3.700, 2.812], [0.379, -1.974, 3.290], [1.777, -2.461, 2.298], [-1.851, -3.074, 1.260], [-1.714, -4.084, 1.670], [-2.381, -3.118, 0.301], [-2.440, -2.470, 1.959], [0.539, -3.364, -0.281], [0.339, -4.420, -0.059], [1.621, -3.190, -0.307], [0.109, -3.104, -1.254], [2.320, -0.602, -1.507], [4.705, -0.774, -1.943], [3.682, -0.459, -1.084], [2.037, -1.077, -2.832], [3.080, -1.408, -3.671], [4.414, -1.259, -3.238], [5.740, -0.649, -1.615], [3.824, -0.092, -0.060], [0.979, -1.149, -3.110], [2.866, -1.785, -4.676], [5.235, -1.519, -3.908], [-1.374, 0.854, 2.500], [-0.189, 0.149, 2.479], [-1.239, 2.073, 3.381], [-2.196, 2.608, 3.505], [-0.454, 2.763, 3.013], [-0.934, 1.679, 4.379], [-2.643, 0.075, 2.742], [-2.414, -0.773, 3.440], [-3.077, -0.316, 1.796], [-3.386, 0.723, 3.229], [-2.085, -1.017, -0.938], [-2.521, -0.246, -1.881], [-1.869, 0.378, -2.767], [-4.035, -0.025, -1.892], [-4.612, 1.018, -2.642], [-5.984, 1.332, -2.491], [-6.804, 0.589, -1.637], [-6.238, -0.451, -0.898], [-4.869, -0.762, -1.031], [-7.022, -1.190, 0.066], [-8.237, -0.930, 0.172], [-6.448, -2.061, 0.761], [-6.514, 2.493, -3.169], [-5.750, 3.172, -3.878], [-7.724, 2.777, -3.009], [-4.001, 1.608, -3.325], [-7.867, 0.821, -1.536], [-4.441, -1.563, -0.432]],
  "forces_ev_per_angstrom": [[-2.866, -1.774, 1.683], [0.837, 1.394, -2.366], [0.433, 0.204, -0.525], [2.528, -0.899, -1.033], [-1.877, 1.131, 2.283], [-0.163, 0.124, 0.215], [0.050, -0.197, 0.100], [-0.287, 0.076, 0.058], [0.228, 0.186, -0.277], [-0.181, 0.007, 0.283], [-0.040, -0.314, -0.047], [0.034, 0.181, -0.213], [0.221, 0.076, 0.219], [-0.159, 0.127, 0.022], [0.011, -0.315, 0.215], [0.155, 0.173, 0.225], [-0.298, 0.075, 0.010], [-0.001, 0.004, -0.032], [0.112, 0.119, -0.040], [0.115, -0.207, -0.162], [-0.226, -0.072, 0.124], [-0.108, 0.096, -0.008], [-0.021, 0.235, -0.103], [0.146, 0.040, 0.266], [0.120, -0.256, -0.181], [-0.114, -0.116, 0.150], [0.096, 0.169, -0.083], [-0.245, -0.013, -0.029], [0.075, -0.047, 0.145], [0.093, -0.024, -0.318], [0.137, -0.213, -0.493], [-0.647, 0.124, 0.178], [-0.172, 0.159, 0.592], [0.386, -0.011, -0.036], [-0.065, 0.071, 0.168], [-0.305, -0.100, -0.196], [0.168, -0.165, -0.472], [0.446, -0.020, -0.030], [0.149, 0.163, 0.368], [-0.243, 0.071, 0.162], [2.587, -1.356, -1.371], [-0.987, 0.318, 1.326], [-0.018, 0.733, -0.242], [0.454, -0.095, -0.129], [-0.485, -0.416, 0.409], [-0.136, 0.213, -0.690], [-0.517, -0.540, -0.231], [-0.126, 0.687, -0.623], [0.282, 0.098, 0.673], [0.107, -0.264, -0.211], [-0.378, 1.500, -1.296], [1.206, -0.117, -0.324], [-0.801, -0.953, 1.601], [-1.177, 0.271, 0.290], [-0.406, -0.047, 0.242], [1.205, -1.325, 0.751], [-0.434, 0.121, 0.113], [1.522, 0.562, -1.039], [-0.197, 0.285, 0.010], [-1.523, -1.527, 1.783], [2.194, -0.298, -0.343], [-0.967, 1.767, -1.443], [-1.459, 2.107, -1.258], [-1.079, -1.267, 1.227], [2.315, -0.758, -0.160], [-0.100, -0.197, 0.261], [0.471, -0.008, -0.008], [-0.075, 0.242, -0.137]],
  "nbo_charge": [0.560, 1.176, 1.096, -0.425, 0.004, -0.950, 0.238, 0.255, 0.237, -0.959, 0.240, 0.241, 0.275, -0.951, 0.229, 0.290, 0.244, -0.958, 0.225, 0.267, 0.243, -0.950, 0.228, 0.269, 0.243, -0.955, 0.227, 0.246, 0.260, 0.069, -0.209, -0.218, -0.234, -0.161, -0.229, 0.217, 0.219, 0.239, 0.212, 0.214, 0.386, -0.765, -0.674, 0.216, 0.220, 0.249, -0.702, 0.237, 0.249, 0.222, -0.790, 0.750, -0.726, -0.075, -0.131, 0.004, -0.151, 0.002, -0.132, 0.505, -0.364, -0.378, 0.504, -0.366, -0.374, 0.272, 0.282, 0.266],
  "molar_mass_g_mol": 614.538,
  "homo_energy_ev": [-6.90, -8.67],
  "e_above_lowest_kcal_mol": 0.0,
  "spin_multiplicity": 5,
  "charge": 0
}